1.
DFT (ωB97M-V/def2-TZVPD) results for a 2-piece molecular cluster, C8H11N3 overall at a distorted geometry.

E: -12943.2045 eV
HOMO energy: -9.2 eV
energy relative to the best compared isomer or geometry (same formula, charge and spin): 0.870 eV
Kohn-Sham gap: 10.1 eV
SMILES: C/C=C(\C)C#N.c1cn[nH]c1
LUMO: 0.87 eV

The geometry in ORCA input format:
```
! wB97M-V def2-TZVPD RIJCOSX def2/J DEFGRID3
* xyz 0 1
H 1.854 -1.469 3.678
C -0.298 1.240 -0.733
H -2.171 -0.387 -1.970
H 1.315 1.514 -2.111
H -0.294 1.496 -2.856
H 0.705 -3.414 2.116
H -3.508 0.242 -0.998
H -1.950 1.168 0.543
C 0.331 1.053 -2.082
N 1.182 2.260 1.085
C 0.974 -2.411 1.851
H 0.444 -0.009 -2.294
C 1.550 -1.451 2.651
H -2.745 1.253 -2.232
C 0.811 -1.782 0.610
C -1.583 0.999 -0.459
C -2.561 0.498 -1.467
H 2.031 0.568 2.133
C 0.552 1.717 0.290
N 1.704 -0.357 1.885
N 1.255 -0.540 0.653
H 0.400 -2.189 -0.292
*
```

2.
DFT (ωB97M-V/def2-TZVPD) results for an isolated ion of composition C8H11N3O and charge +2 at a distorted geometry.

E: -14968.3291 eV
HOMO energy (spin up / spin down): -15.0 / -18.2 eV
energy relative to the best compared isomer or geometry (same formula, charge and spin): 0.000 eV
Kohn-Sham gap (spin up / spin down): 6.1 / 5.9 eV
LUMO (spin up / spin down): -8.91 / -12.28 eV

The geometry in ORCA input format:
```
! wB97M-V def2-TZVPD RIJCOSX def2/J DEFGRID3
* xyz 2 3
H -0.131 -2.982 -0.220
H -1.887 1.311 -2.172
C -0.303 -0.859 -0.098
N 0.721 -0.289 0.473
C -1.292 -0.332 -1.058
H 0.834 -3.101 2.212
H 1.110 4.789 -0.641
H -0.371 -1.838 2.539
C 1.274 3.671 -0.489
C 0.320 -2.217 1.783
C -2.225 -1.060 -1.717
H -2.291 -2.175 -1.682
N 0.427 2.762 -0.878
H 2.315 -1.458 1.181
C 1.351 -1.106 1.449
H -3.000 -0.440 -2.078
C -0.432 2.031 -1.143
N -1.248 1.102 -1.392
H 3.069 3.991 0.441
H 1.421 -0.354 2.298
O 2.402 3.271 0.111
C -0.507 -2.238 0.466
H -1.558 -2.477 0.617
*
```

3.
DFT (ωB97M-V/def2-TZVPD) results for C8H11N3O2 as an isolated structure at a distorted geometry.

E: -17013.2383 eV
HOMO energy (spin up / spin down): -18.1 / -18.1 eV
energy relative to the best compared isomer or geometry (same formula, charge and spin): 3.336 eV
Kohn-Sham gap (spin up / spin down): 6.9 / 6.9 eV
LUMO (spin up / spin down): -11.19 / -11.13 eV

The geometry in ORCA input format:
```
! wB97M-V def2-TZVPD RIJCOSX def2/J DEFGRID3
* xyz 2 1
H 4.140 -0.883 -0.975
H -2.337 -0.493 1.283
C 3.162 -0.612 -0.448
C 2.867 0.732 -0.349
H -3.318 -0.064 -1.009
H -2.450 -1.405 -1.522
H -2.329 1.108 1.998
H 2.597 -2.648 -0.133
N -0.663 0.629 0.600
H 0.232 -2.082 0.269
C 2.297 -1.581 -0.041
N -0.387 2.005 0.525
H -1.254 0.000 2.493
H -2.687 -0.074 -2.460
C -1.725 0.273 1.582
C 1.570 0.998 0.109
O -1.382 0.401 -1.069
C 1.009 -1.341 0.398
H 3.515 1.555 -0.664
C 0.609 -0.005 0.391
H -1.168 2.659 0.669
N 0.915 2.273 0.289
C -2.447 -0.352 -1.367
O 1.412 3.353 0.107
*
```

4.
DFT (ωB97M-V/def2-TZVPD) results for C8H11N4 as an isolated structure at a distorted geometry.

E: -14422.6859 eV
HOMO energy: -13.4 eV
energy relative to the best compared isomer or geometry (same formula, charge and spin): 5.390 eV
Kohn-Sham gap: 9.7 eV
LUMO: -3.69 eV

The geometry in ORCA input format:
```
! wB97M-V def2-TZVPD RIJCOSX def2/J DEFGRID3
* xyz 1 1
H 2.131 1.579 -0.424
C -0.543 -0.487 0.332
N 1.732 -0.988 -2.279
C -3.137 -0.766 0.115
H 3.474 1.226 1.615
C 1.178 -0.596 -1.364
C 1.640 1.029 0.342
H -3.873 -0.820 -0.674
H -2.399 1.362 -1.478
C 2.814 0.352 1.149
C -0.241 -1.905 0.619
H -3.337 -0.231 1.055
C -0.254 1.177 -1.156
C -1.575 0.894 -1.065
H 0.294 1.634 -1.946
N -0.095 -3.039 0.622
N -1.779 -0.250 -0.380
H -2.844 -1.803 0.232
N 0.567 0.188 -0.403
H 1.129 1.699 1.044
H -0.703 0.203 1.470
H 2.430 -0.129 2.016
H 3.392 -0.330 0.557
*
```

5.
DFT (ωB97M-V/def2-TZVPD) results for an isolated ion of composition C8H11N5 and charge +2 at a distorted geometry.

E: -15905.9697 eV
HOMO energy: -15.9 eV
energy relative to the best compared isomer or geometry (same formula, charge and spin): 1.659 eV
Kohn-Sham gap: 8.2 eV
SMILES: [NH+]#CN/C(N)=N/c1ccccc1[NH3+]
LUMO: -7.74 eV

The geometry in ORCA input format:
```
! wB97M-V def2-TZVPD RIJCOSX def2/J DEFGRID3
* xyz 2 1
N 1.060 1.778 1.348
C 0.769 -1.599 -0.201
H 3.568 0.546 1.379
C -1.769 0.129 -0.414
H 1.453 2.496 0.692
H 4.143 -1.548 0.559
H -0.116 1.602 1.151
C 2.092 -2.023 -0.294
H 1.260 1.792 2.406
N -3.129 0.723 -0.165
H -0.914 -1.031 -1.734
C 2.805 0.012 0.900
N -5.223 0.430 -1.402
H 2.275 -3.090 -0.600
H -2.520 -0.927 -2.078
H -5.688 0.707 -2.201
N -0.806 0.392 0.362
N -1.726 -0.470 -1.610
C 3.121 -1.306 0.477
C 1.469 0.471 0.806
C -4.219 0.703 -0.855
H -3.224 1.200 0.816
H 0.083 -2.216 -0.765
C 0.507 -0.222 0.275
*
```

6.
DFT (ωB97M-V/def2-TZVPD) results for a 2-piece molecular cluster, C8H11NO overall at a distorted geometry.

E: -12008.9951 eV
HOMO energy: -8.9 eV
energy relative to the best compared isomer or geometry (same formula, charge and spin): 3.405 eV
Kohn-Sham gap: 9.6 eV
SMILES: c1ccccc1.CC(N)=O
LUMO: 0.69 eV

The geometry in ORCA input format:
```
! wB97M-V def2-TZVPD RIJCOSX def2/J DEFGRID3
* xyz 0 1
C -1.290 -0.343 2.316
C 2.996 1.318 -1.914
O 3.192 0.873 -0.760
H 0.744 1.362 -1.630
C -1.892 -2.709 1.807
H -4.558 -0.494 1.228
H -0.498 0.328 2.309
H 1.430 1.785 -3.153
H -3.803 -2.621 0.508
N 1.591 1.358 -2.304
C -3.468 -0.925 1.462
H -0.054 -2.195 2.546
C -2.644 -0.053 2.039
C -0.965 -1.765 2.233
H -2.892 1.144 1.960
H 4.938 1.854 -2.390
H 3.967 1.683 -3.873
H 3.912 3.267 -2.746
H -1.522 -3.799 1.985
C 4.010 2.055 -2.802
C -3.193 -2.124 1.179
*
```